(1)
{
  "formula": "H3N3O3S",
  "method": "ωB97M-V/def2-TZVPD",
  "elements": ["H", "N", "N", "N", "O", "O", "O", "S", "H", "H"],
  "positions_angstrom": [[-1.929, -2.610, -0.006], [-1.463, -1.756, -0.311], [-0.219, -1.786, -0.131], [0.445, -0.803, -0.564], [-0.021, 0.375, -1.116], [0.164, 1.518, -0.370], [1.854, -0.915, -0.520], [2.779, 0.316, 0.185], [-0.612, 2.096, -0.526], [2.410, 1.241, -0.701]],
  "smiles": "[H]/N=N/N(OO)OS",
  "gap_ha": 0.354,
  "molar_mass_da": 125.109,
  "lumo_ha": 0.00863,
  "energy_ev": -21487.26503
}



(2)
{
  "formula": "C53H61BF4Ge4NRh",
  "method": "ωB97M-V/def2-TZVPD",
  "elements": ["Rh", "C", "C", "Ge", "C", "C", "C", "C", "Ge", "C", "C", "C", "C", "C", "C", "C", "C", "C", "C", "H", "H", "H", "H", "H", "H", "H", "H", "H", "H", "H", "H", "H", "H", "H", "H", "H", "H", "H", "H", "H", "H", "H", "H", "H", "H", "C", "Ge", "C", "C", "C", "C", "C", "C", "C", "C", "C", "C", "C", "C", "C", "C", "C", "C", "C", "C", "H", "H", "H", "H", "H", "H", "H", "H", "H", "H", "H", "H", "H", "H", "H", "H", "C", "C", "C", "C", "C", "C", "N", "H", "H", "H", "H", "H", "H", "H", "H", "F", "B", "F", "F", "F", "Ge", "C", "C", "C", "C", "C", "C", "C", "C", "C", "C", "C", "C", "H", "H", "H", "H", "H", "H", "H", "H", "H", "H", "H"],
  "positions_angstrom": [[0.144, 0.139, -1.016], [-2.919, -2.516, 2.765], [-2.339, -1.209, 2.200], [-0.620, -1.386, 1.271], [0.868, -2.099, 2.307], [0.661, -3.533, 2.824], [-1.154, -2.867, 0.118], [-1.388, -3.054, -1.180], [-0.734, -1.684, -2.429], [-2.266, -0.931, -3.425], [-2.780, -1.677, -4.670], [0.746, -2.457, -3.469], [0.496, -3.581, -4.487], [-2.083, -4.288, -1.681], [-2.202, -4.531, -3.051], [-2.850, -5.654, -3.550], [-3.411, -6.573, -2.676], [-3.323, -6.342, -1.305], [-2.676, -5.217, -0.818], [-3.829, -2.308, 3.339], [-2.216, -3.016, 3.442], [-3.187, -3.221, 1.970], [-2.217, -0.478, 2.995], [-3.025, -0.786, 1.455], [1.084, -1.419, 3.129], [1.730, -2.055, 1.640], [-0.211, -3.616, 3.479], [1.532, -3.844, 3.404], [0.540, -4.248, 2.005], [-1.427, -3.668, 0.813], [-1.979, 0.084, -3.701], [-3.051, -0.842, -2.667], [-1.977, -1.869, -5.391], [-3.532, -1.068, -5.178], [-3.247, -2.629, -4.420], [1.404, -2.809, -2.676], [1.257, -1.619, -3.944], [0.191, -4.510, -4.006], [1.429, -3.776, -5.022], [-0.261, -3.320, -5.235], [-1.779, -3.818, -3.746], [-2.918, -5.808, -4.624], [-3.918, -7.453, -3.053], [-3.771, -7.045, -0.609], [-2.648, -5.067, 0.256], [-0.049, 0.584, 0.954], [-0.846, 1.921, 2.199], [-0.966, 1.261, 4.049], [0.116, 0.625, 4.672], [0.024, 0.202, 5.996], [-1.143, 0.415, 6.719], [-2.215, 1.064, 6.119], [-2.129, 1.485, 4.794], [0.240, 3.534, 2.164], [0.652, 4.118, 3.363], [1.293, 5.354, 3.358], [1.516, 6.022, 2.157], [1.109, 5.448, 0.958], [0.483, 4.205, 0.962], [-2.659, 2.600, 1.779], [-3.811, 1.816, 1.916], [-5.081, 2.351, 1.733], [-5.231, 3.697, 1.411], [-4.103, 4.493, 1.268], [-2.829, 3.950, 1.455], [1.016, 0.574, 1.267], [1.046, 0.473, 4.138], [0.875, -0.289, 6.461], [-1.215, 0.083, 7.750], [-3.125, 1.251, 6.683], [-2.975, 1.994, 4.355], [0.480, 3.603, 4.303], [1.616, 5.797, 4.295], [2.017, 6.984, 2.156], [1.285, 5.964, 0.018], [0.178, 3.758, 0.017], [-3.724, 0.766, 2.170], [-5.955, 1.716, 1.843], [-6.222, 4.125, 1.290], [-4.206, 5.546, 1.018], [-1.966, 4.594, 1.345], [-2.853, 1.835, -1.307], [-1.747, 2.318, -2.161], [-1.778, 3.453, -3.036], [-0.676, 3.356, -3.839], [0.018, 2.169, -3.447], [1.137, 1.534, -4.178], [-0.631, 1.580, -2.388], [-3.608, 1.362, -1.951], [-3.342, 2.655, -0.783], [-2.510, 1.094, -0.590], [-2.556, 4.208, -3.055], [-0.374, 4.028, -4.635], [1.503, 2.192, -4.964], [0.792, 0.598, -4.635], [1.960, 1.280, -3.515], [3.054, 0.021, 1.383], [3.502, 0.670, 2.636], [4.829, 1.090, 2.450], [3.377, -0.256, 3.694], [2.637, 1.794, 2.843], [2.561, -0.254, -1.120], [3.907, -1.639, -0.785], [3.917, -2.760, -1.622], [4.912, -3.728, -1.503], [5.918, -3.574, -0.553], [5.933, -2.446, 0.262], [4.930, -1.485, 0.159], [3.397, 1.510, -1.237], [3.442, 2.472, -0.228], [4.190, 3.634, -0.409], [4.851, 3.870, -1.609], [4.778, 2.934, -2.637], [4.062, 1.758, -2.448], [2.443, -0.547, -2.658], [3.170, -2.868, -2.399], [4.901, -4.596, -2.152], [6.693, -4.328, -0.456], [6.725, -2.312, 0.993], [4.961, -0.616, 0.805], [2.926, 2.323, 0.715], [4.253, 4.352, 0.399], [5.429, 4.780, -1.742], [5.282, 3.115, -3.580], [4.049, 1.009, -3.237]],
  "gap_ha": [0.171, 0.139],
  "molar_mass_da": 1192.228,
  "lumo_ha": [-0.10106, -0.11594],
  "energy_ev": -298060.02884
}



(3)
{
  "formula": "C25H36F6GaO21",
  "method": "ωB97M-V/def2-TZVPD",
  "elements": ["C", "O", "C", "C", "C", "C", "C", "Ga", "C", "O", "O", "H", "H", "H", "H", "H", "H", "H", "H", "H", "H", "H", "H", "H", "H", "H", "H", "H", "H", "C", "C", "O", "C", "O", "O", "F", "H", "H", "H", "C", "C", "O", "C", "O", "O", "F", "H", "H", "H", "C", "C", "O", "C", "O", "O", "F", "H", "H", "H", "C", "C", "O", "C", "O", "O", "F", "H", "H", "H", "C", "C", "O", "C", "O", "O", "F", "H", "H", "H", "C", "C", "O", "C", "O", "O", "F", "H", "H", "H"],
  "positions_angstrom": [[4.003, 0.012, 1.965], [3.154, 1.131, 1.934], [1.999, 0.908, 1.125], [0.813, 1.687, 1.678], [-0.068, 2.332, 0.606], [-0.472, 1.427, -0.573], [-0.832, -0.019, -0.223], [-2.283, -0.313, 1.196], [-4.097, 0.525, 0.691], [-4.892, 0.657, 1.900], [-4.436, 1.845, 2.555], [4.042, -0.487, 0.995], [3.682, -0.721, 2.715], [5.008, 0.338, 2.222], [1.773, -0.161, 1.163], [2.215, 1.158, 0.080], [1.241, 2.491, 2.286], [0.231, 1.069, 2.358], [-0.970, 2.736, 1.074], [0.475, 3.193, 0.201], [-1.374, 1.865, -1.021], [0.301, 1.511, -1.344], [-1.244, -0.473, -1.136], [0.049, -0.618, 0.018], [-2.542, -1.932, 1.236], [-1.915, 0.105, 2.671], [-4.008, 1.500, 0.202], [-4.686, -0.150, 0.060], [-3.597, 1.521, 2.929], [7.927, 0.629, 0.004], [8.010, 0.216, -1.450], [7.377, -1.047, -1.433], [6.487, -1.051, -0.402], [5.623, -1.851, -0.270], [6.724, -0.014, 0.431], [9.290, 0.072, -1.872], [8.773, 0.234, 0.569], [7.854, 1.702, 0.154], [7.483, 0.872, -2.144], [-0.508, 4.077, -3.990], [-0.697, 3.081, -5.117], [0.570, 2.452, -5.172], [1.120, 2.516, -3.925], [2.051, 1.878, -3.568], [0.449, 3.410, -3.166], [-0.942, 3.689, -6.304], [-0.084, 5.011, -4.362], [-1.416, 4.282, -3.430], [-1.466, 2.328, -4.938], [-2.197, 4.235, 6.201], [-1.992, 4.833, 4.823], [-1.181, 3.873, 4.196], [-1.444, 2.654, 4.770], [-1.146, 1.613, 4.312], [-2.133, 2.840, 5.932], [-1.332, 6.022, 4.875], [-1.381, 4.522, 6.868], [-3.151, 4.494, 6.653], [-2.907, 4.967, 4.243], [-2.976, -1.264, -3.867], [-3.371, -2.028, -5.114], [-4.072, -1.044, -5.862], [-3.583, 0.172, -5.504], [-3.763, 1.180, -6.105], [-2.847, 0.071, -4.381], [-4.200, -3.062, -4.861], [-3.762, -1.291, -3.111], [-2.044, -1.603, -3.426], [-2.531, -2.392, -5.709], [3.956, -5.146, 1.605], [5.148, -4.223, 1.748], [6.211, -5.143, 1.963], [5.875, -6.314, 1.362], [6.629, -7.201, 1.141], [4.560, -6.320, 1.049], [5.044, -3.410, 2.827], [3.528, -5.385, 2.580], [3.182, -4.763, 0.948], [5.365, -3.618, 0.869], [-7.053, -2.635, -0.310], [-6.527, -3.340, 0.923], [-5.739, -4.376, 0.366], [-5.301, -3.948, -0.851], [-4.435, -4.455, -1.477], [-5.998, -2.855, -1.247], [-7.529, -3.887, 1.661], [-7.967, -3.112, -0.670], [-7.222, -1.572, -0.161], [-5.909, -2.710, 1.563]],
  "gap_ha": 0.247,
  "molar_mass_da": 856.253,
  "lumo_ha": 0.07334,
  "charge": -1,
  "energy_ev": -138184.62952
}



(4)
{
  "formula": "C29H70AsF18N5O17S4",
  "method": "ωB97M-V/def2-TZVPD",
  "elements": ["C", "N", "C", "C", "C", "C", "O", "H", "H", "H", "H", "H", "H", "H", "H", "H", "H", "H", "H", "H", "H", "C", "N", "C", "C", "C", "C", "O", "H", "H", "H", "H", "H", "H", "H", "H", "H", "H", "H", "H", "H", "H", "C", "N", "C", "C", "C", "C", "O", "H", "H", "H", "H", "H", "H", "H", "H", "H", "H", "H", "H", "H", "H", "C", "N", "C", "C", "C", "C", "O", "H", "H", "H", "H", "H", "H", "H", "H", "H", "H", "H", "H", "H", "H", "C", "N", "C", "C", "C", "C", "O", "H", "H", "H", "H", "H", "H", "H", "H", "H", "H", "H", "H", "H", "H", "As", "F", "F", "F", "F", "F", "F", "C", "F", "F", "F", "S", "O", "O", "O", "C", "F", "F", "F", "S", "O", "O", "O", "C", "F", "F", "F", "S", "O", "O", "O", "C", "F", "F", "F", "S", "O", "O", "O"],
  "positions_angstrom": [[8.561, 14.616, 12.513], [9.741, 15.240, 11.722], [11.093, 14.985, 12.380], [9.728, 14.380, 10.378], [9.509, 16.690, 11.323], [9.118, 17.610, 12.482], [10.036, 17.508, 13.574], [8.492, 15.022, 13.522], [8.830, 13.560, 12.553], [7.649, 14.901, 11.989], [11.338, 13.928, 12.482], [11.145, 15.373, 13.397], [11.949, 15.415, 11.860], [8.739, 14.551, 9.954], [9.802, 13.319, 10.617], [10.402, 14.822, 9.644], [8.672, 16.572, 10.635], [10.274, 17.134, 10.686], [8.105, 17.395, 12.824], [9.143, 18.677, 12.262], [10.647, 18.221, 13.373], [18.543, 23.896, 12.170], [19.740, 22.894, 11.941], [19.067, 21.529, 11.685], [20.496, 23.287, 10.679], [20.649, 22.875, 13.271], [21.227, 24.228, 13.698], [20.370, 25.035, 14.409], [18.893, 24.920, 12.046], [18.169, 23.672, 13.169], [17.732, 23.785, 11.449], [18.353, 21.529, 10.861], [18.523, 21.373, 12.617], [19.844, 20.774, 11.571], [21.194, 24.100, 10.875], [19.823, 23.469, 9.841], [21.111, 22.441, 10.373], [21.520, 22.225, 13.192], [20.048, 22.422, 14.059], [21.426, 24.937, 12.894], [22.089, 24.093, 14.351], [20.679, 24.947, 15.313], [14.654, 16.637, 11.216], [15.522, 17.903, 10.899], [16.624, 18.078, 11.935], [16.206, 17.710, 9.530], [14.509, 19.154, 10.952], [15.093, 20.553, 10.900], [15.651, 20.904, 12.128], [15.306, 15.764, 11.230], [13.907, 16.571, 10.425], [14.308, 16.825, 12.232], [17.240, 17.179, 11.918], [16.227, 18.284, 12.929], [17.203, 18.918, 11.550], [16.767, 16.778, 9.609], [16.834, 18.592, 9.401], [15.422, 17.631, 8.777], [13.816, 19.033, 11.784], [13.940, 18.967, 10.042], [14.253, 21.245, 10.957], [15.751, 20.736, 10.051], [15.085, 20.526, 12.805], [21.310, 14.282, 9.329], [20.911, 14.761, 10.691], [22.230, 15.143, 11.403], [20.120, 16.091, 10.551], [20.146, 13.688, 11.489], [19.317, 14.107, 12.733], [18.084, 14.618, 12.258], [20.403, 14.079, 8.759], [21.802, 13.343, 9.585], [21.963, 14.984, 8.810], [22.946, 14.331, 11.286], [22.059, 15.357, 12.459], [22.568, 16.041, 10.886], [20.519, 16.721, 9.756], [20.171, 16.544, 11.541], [19.140, 15.840, 10.147], [20.732, 12.828, 11.816], [19.465, 13.257, 10.755], [19.915, 14.811, 13.312], [18.945, 13.193, 13.195], [17.656, 15.104, 12.966], [15.820, 9.306, 12.140], [14.576, 10.132, 12.212], [13.909, 10.041, 10.791], [13.639, 9.439, 13.192], [14.753, 11.582, 12.820], [15.558, 12.536, 11.902], [14.743, 12.905, 10.841], [16.107, 9.336, 13.191], [16.480, 9.826, 11.446], [15.607, 8.345, 11.671], [14.742, 10.429, 10.204], [13.044, 10.686, 10.947], [13.630, 9.004, 10.606], [13.529, 8.390, 12.914], [12.660, 9.917, 13.226], [14.165, 9.348, 14.142], [15.196, 11.558, 13.816], [13.738, 11.944, 12.988], [16.443, 12.124, 11.418], [15.827, 13.495, 12.343], [15.377, 13.460, 10.381], [20.524, 19.779, 7.883], [19.917, 18.084, 7.964], [18.830, 20.461, 8.214], [21.349, 21.436, 7.768], [22.139, 19.035, 7.493], [20.094, 19.891, 6.131], [20.883, 19.826, 9.648], [11.873, 18.928, 7.778], [13.177, 18.989, 7.538], [11.587, 19.660, 8.900], [11.160, 19.487, 6.805], [11.309, 17.059, 7.943], [11.619, 16.573, 6.610], [12.127, 16.542, 9.016], [9.865, 17.068, 8.178], [17.124, 14.553, 6.543], [18.136, 15.436, 6.765], [15.979, 15.173, 6.171], [17.526, 13.786, 5.519], [16.937, 13.645, 8.223], [18.288, 13.075, 8.368], [16.670, 14.583, 9.295], [15.831, 12.638, 8.075], [12.038, 21.612, 15.148], [10.736, 21.693, 15.418], [12.334, 22.453, 14.086], [12.824, 22.084, 16.158], [12.508, 19.794, 14.622], [12.354, 19.022, 15.883], [11.627, 19.381, 13.552], [13.902, 19.718, 14.194], [13.951, 15.642, 14.880], [13.182, 15.361, 15.974], [13.490, 14.847, 13.885], [14.007, 16.957, 14.672], [15.842, 15.029, 15.236], [16.156, 15.537, 16.558], [15.678, 13.576, 15.156], [16.656, 15.610, 14.184]],
  "gap_ha": 0.307,
  "molar_mass_da": 1306.051,
  "lumo_ha": -0.01592,
  "energy_ev": -226556.19346
}